{
  "formula": "C7H15ClI2N2OPSSc",
  "method": "the ωB97M-V functional and the def2-TZVPD basis",
  "homo_energy_ev": -14.2,
  "orbital_gap_ev": 5.35,
  "charge": 2,
  "e_above_lowest_kcal_mol": 0.00,
  "elements": ["I", "I", "Sc", "P", "C", "C", "H", "H", "H", "C", "H", "H", "H", "H", "H", "H", "C", "O", "Cl", "S", "C", "N", "C", "C", "N", "H", "H", "H", "H", "H", "H"],
  "coordinates": [[-4.08668, -4.06326, -1.59538], [-4.55885, -1.48901, -2.34296], [0.07414, 0.41858, 0.52142], [0.99082, -0.22381, -1.83462], [0.21220, -1.20267, -3.14139], [1.38233, 1.36854, -2.60245], [3.06750, -0.66219, -0.65313], [3.18066, -1.04062, -2.40485], [2.32751, -2.15367, -1.29612], [2.54678, -1.10057, -1.51515], [1.85428, 2.04898, -1.88204], [2.06727, 1.19721, -3.43640], [0.87079, -1.21628, -4.02239], [-0.75473, -0.75391, -3.41472], [0.46814, 1.84565, -2.97662], [0.05544, -2.23567, -2.79740], [-0.96016, -1.34374, -0.17868], [-1.59900, -2.19109, -0.63671], [1.99385, 0.29149, 1.82304], [-1.13419, 2.39416, -0.34160], [-1.34720, 2.08591, 1.32935], [-1.86901, 0.89370, 1.84378], [-2.00475, 1.00465, 3.30084], [-0.96801, 2.06689, 3.63467], [-0.76859, 2.72942, 2.35114], [-2.61638, 0.44529, 1.31078], [-1.84804, 0.02676, 3.74933], [-3.02157, 1.31879, 3.54198], [-0.04419, 1.58885, 3.98243], [-1.27505, 2.79905, 4.38168], [-0.27527, 3.60982, 2.22855]],
  "lowdin_charge": [0.148, 0.062, 0.312, 0.742, -0.223, -0.242, 0.023, 0.075, 0.072, -0.229, 0.061, 0.075, 0.083, 0.065, 0.057, 0.063, -0.059, 0.022, 0.102, 0.798, -0.823, -0.027, -0.082, -0.087, 0.096, 0.157, 0.144, 0.149, 0.129, 0.151, 0.188]
}